1.
C2H7N4 | wB97M-V/def2-TZVPD

The geometry in XYZ format:
```
13
Properties=species:S:1:pos:R:3:nbo_charge:R:1
C 1.174 0.035 0.341 0.41
N 2.404 -0.467 0.368 -0.72
N -2.849 -0.049 0.633 -0.26
H 3.129 0.016 0.897 0.44
H 0.947 0.794 1.079 0.22
H -3.454 -0.789 0.989 0.35
N 0.300 -0.133 -0.544 -0.47
H 2.795 -0.793 -0.521 0.42
C -1.006 0.442 -0.555 -0.12
H 0.555 -0.651 -1.368 0.42
H -0.858 1.170 0.276 0.20
N -1.910 -0.528 -0.051 -0.16
H -1.226 0.953 -1.544 0.26
```

Results
LUMO energy: -0.145 Eh
Net charge: +1
HOMO-LUMO gap: 9.64 eV
HOMO energy: -13.6 eV
Structure (SMILES): [H]/N=N/C/[NH+]=C/N
Spin multiplicity: 1

***

2.
C2H7N4 | wB97M-V/def2-TZVPD

The geometry in XYZ format:
```
13
Properties=species:S:1:pos:R:3:nbo_charge:R:1
H 0.126 -1.705 -0.530 0.27
N -2.205 0.233 0.262 -0.73
C 0.083 -0.904 0.208 -0.34
H 1.896 1.065 -1.510 0.11
H -2.877 -0.408 0.607 0.45
H 2.151 -0.810 -0.042 0.42
N -0.157 1.364 0.221 -0.30
H -2.573 1.108 -0.066 0.43
C -0.884 0.260 0.168 0.47
N 1.166 1.068 0.159 -0.14
H -0.118 -1.490 1.219 0.27
N 1.380 -0.324 0.409 -0.38
H 1.682 1.915 0.341 0.47
```

Results
LUMO energy (alpha / beta): -0.189 / -0.222 Eh
Net charge: +1
HOMO-LUMO gap (alpha / beta): 8.45 / 8.25 eV
HOMO energy (alpha / beta): -13.6 / -14.3 eV
Spin multiplicity: 1

***

3.
C2H7N4 | wB97M-V/def2-TZVPD

The geometry in XYZ format:
```
13
Properties=species:S:1:pos:R:3:nbo_charge:R:1
N 0.675 -0.116 -0.654 0.26
N -0.771 0.160 -1.126 -0.13
H -1.457 1.534 0.157 0.23
H 1.267 -0.554 -2.437 0.43
C -0.592 0.007 1.201 -0.23
H -0.689 -0.879 1.759 0.23
H 2.410 -0.911 -1.270 0.42
H 1.454 -0.198 1.213 0.43
N 0.726 0.132 0.591 -0.32
N 1.572 -0.407 -1.558 -0.50
H -0.767 0.788 1.883 0.25
C -1.409 0.427 0.074 -0.33
H -2.420 0.017 0.167 0.27
```

Results
LUMO energy (alpha / beta): -0.191 / -0.198 Eh
Net charge: +1
HOMO-LUMO gap (alpha / beta): 9.09 / 8.11 eV
HOMO energy (alpha / beta): -14.3 / -13.5 eV
Structure (SMILES): N[N+]1=NCCN1
Spin multiplicity: 1

***

4.
C2H7N4 | wB97M-V/def2-TZVPD

The geometry in XYZ format:
```
13
Properties=species:S:1:pos:R:3:nbo_charge:R:1
H 1.122 1.099 -2.354 0.43
N 0.376 0.340 1.457 -0.40
H -0.854 -1.455 -0.811 0.42
H -0.152 0.082 -2.821 0.43
C -0.854 -0.490 1.083 -0.03
H 0.229 1.307 1.830 0.46
H -0.622 -1.450 1.522 0.23
N 0.968 0.804 0.199 -0.42
C 0.378 0.153 -0.833 0.60
N -0.778 -0.589 -0.347 -0.63
H -1.665 0.032 1.383 0.22
N 0.595 0.226 -2.172 -0.77
H 1.258 -0.059 1.863 0.46
```

Results
LUMO energy: -0.126 Eh
Net charge: +1
HOMO-LUMO gap: 10.86 eV
HOMO energy: -14.3 eV
Structure (SMILES): NC1=N[NH2+]CN1
Spin multiplicity: 1

***

It turns out 4 is the most stable, with the second structure 21.5 kJ/mol higher.

***

1.
CH3N3S | wB97M-V/def2-TZVPD

The geometry in XYZ format:
```
8
Properties=species:S:1:pos:R:3:nbo_charge:R:1
H -1.368 -0.007 -0.761 0.26
N -0.115 -1.621 0.341 -0.26
C -0.705 0.541 0.000 -0.43
N 1.839 -0.426 -1.362 -0.59
H 0.279 -0.337 1.740 0.32
H -0.864 1.510 0.526 0.21
S 1.061 0.838 -1.249 0.77
N -0.127 -0.498 0.765 -0.29
```

Results
LUMO energy: -0.044 Eh
HOMO-LUMO gap: 6.74 eV
HOMO energy: -7.9 eV
Spin multiplicity: 1

***

2.
CH3N3S | wB97M-V/def2-TZVPD

The geometry in XYZ format:
```
8
Properties=species:S:1:pos:R:3:nbo_charge:R:1
H 0.592 -0.783 -0.112 0.40
N -1.516 -1.782 -0.047 -0.50
N -0.255 0.972 -0.178 -0.23
C -2.256 -0.896 -0.040 0.07
H 0.873 0.184 1.287 0.40
S -2.812 0.717 -0.051 -0.08
N 0.556 0.066 0.298 -0.43
H -0.501 0.754 -1.124 0.36
```

Results
LUMO energy (alpha / beta): -0.049 / -0.063 Eh
HOMO-LUMO gap (alpha / beta): 7.66 / 7.18 eV
HOMO energy (alpha / beta): -9.0 / -8.9 eV
Spin multiplicity: 1

***

It turns out 2 is the most stable, with the second structure 255.8 kJ/mol higher.

***

1.
C4H5ClN2 | wB97M-V/def2-TZVPD

The geometry in XYZ format:
```
12
Properties=species:S:1:pos:R:3:nbo_charge:R:1
C 0.005 -0.602 -0.959 0.15
N 0.144 0.630 -0.529 -0.21
H -0.788 -1.450 0.517 0.26
H -2.153 -0.671 -0.363 0.21
Cl 3.187 -0.553 -0.117 0.07
H -1.391 -2.232 -0.911 0.23
C -0.042 1.537 0.513 -0.09
N 1.264 1.171 -0.011 -0.34
C -1.219 -1.295 -0.462 -0.72
C 1.670 -0.182 0.498 0.01
H -0.351 1.075 1.459 0.21
H -0.328 2.571 0.365 0.23
```

Results
LUMO energy: -0.002 Eh
HOMO-LUMO gap: 8.32 eV
HOMO energy: -8.4 eV
Spin multiplicity: 1

***

2.
C4H5ClN2 | wB97M-V/def2-TZVPD

The geometry in XYZ format:
```
12
Properties=species:S:1:pos:R:3:nbo_charge:R:1
H -1.975 2.147 -0.148 0.23
C -1.444 1.287 -0.033 -0.36
C -0.320 1.176 0.680 0.31
Cl 3.543 -0.317 -0.925 -0.46
H -0.402 -1.794 -0.375 0.23
H 1.875 0.068 1.673 0.42
H 1.904 -0.949 0.187 0.41
C -1.683 -0.019 -0.676 -0.25
C -0.621 -0.775 -0.372 -0.07
N 1.375 -0.573 0.986 -0.49
N 0.161 -0.082 0.479 -0.21
H -2.414 -0.170 -1.475 0.24
```

Results
LUMO energy (alpha / beta): -0.134 / -0.083 Eh
HOMO-LUMO gap (alpha / beta): 5.27 / 7.39 eV
HOMO energy (alpha / beta): -8.9 / -9.7 eV
Spin multiplicity: 1

***

3.
C4H5ClN2 | wB97M-V/def2-TZVPD

The geometry in XYZ format:
```
12
Properties=species:S:1:pos:R:3:nbo_charge:R:1
H 0.118 -1.022 -1.402 0.22
N 1.822 0.207 2.532 -0.30
H -1.650 -1.086 0.445 0.39
N -1.027 -0.780 1.068 -0.73
C 1.056 0.025 1.679 0.18
H 1.639 -0.168 -0.971 0.25
C 0.011 1.097 -1.736 -0.09
H -1.169 -0.772 2.036 0.40
C 0.232 -0.315 0.623 0.08
C 0.552 -0.123 -0.829 -0.52
Cl -1.669 0.963 -2.234 -0.03
H 0.086 1.975 -1.210 0.16
```

Results
LUMO energy (alpha / beta): -0.014 / -0.037 Eh
HOMO-LUMO gap (alpha / beta): 9.08 / 6.62 eV
HOMO energy (alpha / beta): -9.5 / -7.6 eV
Spin multiplicity: 1

***

It turns out 3 is the most stable, with the second structure 217.3 kJ/mol higher.

***

1.
C15H25NO2 | wB97M-V/def2-TZVPD

The geometry in XYZ format:
```
43
Properties=species:S:1:pos:R:3:nbo_charge:R:1
H -6.085 2.556 2.047 0.47
C -1.497 1.024 0.756 -0.21
H 1.429 -0.829 0.675 0.20
C 0.578 -0.312 -1.265 -0.44
C 0.584 1.010 2.178 -0.20
O 5.037 -2.923 -3.591 -0.66
C 0.450 -0.663 0.239 -0.01
C 1.420 2.167 1.680 -0.62
H -3.868 2.733 2.351 0.15
H -4.220 0.441 0.374 0.20
H 0.726 0.773 -1.321 0.22
H 1.228 0.265 2.668 0.19
H -2.537 -0.637 1.663 0.21
H -0.304 -2.340 1.428 0.21
H -0.305 -0.494 -1.857 0.21
H 5.166 -0.814 -1.960 0.21
C -2.579 0.486 1.680 -0.40
O -5.586 2.747 1.217 -0.72
H 2.511 -3.553 -4.074 0.23
H 2.087 2.496 2.492 0.20
C 3.964 -2.307 -3.061 0.30
C -4.234 2.358 1.376 -0.06
C 2.673 -2.719 -3.349 -0.27
H -1.355 -1.904 0.025 0.20
H 0.816 3.004 1.312 0.20
C -4.010 0.861 1.344 -0.42
C 1.761 -0.992 -1.931 -0.05
H 2.050 1.855 0.860 0.20
H -4.691 0.339 2.088 0.20
H -2.365 0.865 2.686 0.19
H 3.225 0.335 -0.968 0.21
H 0.186 -2.782 -0.242 0.21
C 1.597 -2.074 -2.766 -0.18
H -1.421 2.100 0.882 0.18
C -0.324 -1.998 0.379 -0.62
N -0.205 0.415 1.065 -0.50
H -3.637 2.798 0.559 0.18
C 4.181 -1.182 -2.200 -0.29
C 3.047 -0.528 -1.640 -0.18
H 5.807 -2.347 -3.509 0.48
H -1.790 0.826 -0.250 0.19
H 0.619 -2.426 -2.943 0.21
H -0.129 1.371 2.902 0.19
```

Results
LUMO energy: 0.029 Eh
HOMO-LUMO gap: 8.41 eV
HOMO energy: -7.6 eV
Structure (SMILES): CCN(CCCCO)[C@@H](C)Cc1ccc(O)cc1
Spin multiplicity: 1

***

2.
C15H25NO2 | wB97M-V/def2-TZVPD

The geometry in XYZ format:
```
43
Properties=species:S:1:pos:R:3:nbo_charge:R:1
H -1.372 0.939 -3.419 0.20
H 1.233 2.169 0.187 0.22
C -0.767 -2.071 -0.576 -0.09
C -1.347 -1.886 0.847 -0.07
H -1.805 3.440 0.000 0.21
H 2.022 2.240 -1.398 0.21
H 3.892 -1.859 2.784 0.21
H -0.539 2.376 -1.611 0.21
H -2.237 -2.497 0.945 0.19
O -0.494 -2.307 1.894 -0.50
H -1.714 3.202 -2.590 0.20
H 1.941 -0.379 0.040 0.17
H -2.506 -0.946 -2.267 0.21
H 1.452 1.671 2.994 0.21
C 1.826 -2.125 2.318 -0.27
O 0.067 0.218 -0.554 -0.57
H -2.620 -0.039 -0.791 0.20
H -3.300 3.303 -0.880 0.20
H -1.661 -0.852 0.976 0.17
H -0.525 0.317 2.360 0.21
C -2.013 -0.168 -1.681 -0.42
H -0.122 -0.957 -2.264 0.17
C -2.393 2.763 -0.614 -0.61
C 0.449 -0.137 2.442 -0.22
C 2.809 0.003 2.915 -0.25
H -3.015 1.227 -2.924 0.20
H 1.887 -3.184 2.133 0.23
C -0.641 -0.732 -1.327 0.10
H 0.636 -3.176 -1.512 0.35
C 1.481 0.262 -0.715 -0.06
H 1.256 -2.290 -0.321 0.36
N 0.461 -2.872 -0.560 -0.82
C -1.592 2.398 -1.866 -0.39
H 3.689 0.563 3.190 0.21
C 2.937 -1.367 2.683 -0.21
H -1.488 -2.651 -1.152 0.19
C 1.957 1.690 -0.464 -0.63
H 2.912 1.691 0.049 0.22
C 1.564 0.618 2.799 -0.22
C 0.582 -1.499 2.186 0.28
H 1.769 -0.088 -1.705 0.17
C -2.001 1.089 -2.542 -0.39
H -2.667 1.905 -0.011 0.20
```

Results
LUMO energy: 0.033 Eh
HOMO-LUMO gap: 9.50 eV
HOMO energy: -8.6 eV
Structure (SMILES): CCCC[C@@H](OCC)[C@@H](N)COc1ccccc1
Spin multiplicity: 1

***

It turns out 2 is the most stable, with the second structure 21.6 kJ/mol higher.

***

1.
C5H13NOSi | wB97M-V/def2-TZVPD

The geometry in XYZ format:
```
21
Properties=species:S:1:pos:R:3:nbo_charge:R:1
C -1.008 2.320 0.705 -1.12
H 3.625 1.148 0.353 0.17
O 1.571 1.104 0.556 -0.87
H -1.621 -0.132 2.432 0.26
H -1.127 -3.498 -2.137 0.20
H -0.115 0.546 3.018 0.24
C 2.714 0.510 0.189 -0.23
H -0.871 2.813 -0.306 0.24
C -0.867 -0.666 -0.991 -0.17
H -0.675 3.087 1.458 0.24
Si -0.033 0.623 0.780 1.77
C -0.555 -0.132 2.348 -1.17
H -2.049 2.244 0.633 0.23
H -1.354 -0.032 -1.752 0.13
C -0.913 -2.419 -2.395 -0.44
N -0.462 -1.821 -1.225 -0.45
H -0.192 -1.149 2.473 0.25
H 2.996 -0.455 0.699 0.16
H -0.146 -2.518 -3.165 0.20
H 2.803 0.289 -0.865 0.17
H -1.719 -1.866 -2.809 0.17
```

Results
LUMO energy: 0.032 Eh
HOMO-LUMO gap: 9.27 eV
HOMO energy: -8.4 eV
Spin multiplicity: 1

***

2.
C5H13NOSi | wB97M-V/def2-TZVPD

The geometry in XYZ format:
```
21
Properties=species:S:1:pos:R:3:nbo_charge:R:1
H -1.518 -1.666 1.886 0.24
H -2.063 0.527 -1.113 0.18
H -1.302 -3.206 0.918 0.25
H 1.160 1.013 -2.820 0.23
N -0.613 0.021 0.157 -0.84
H -1.976 1.545 0.421 0.21
H 1.557 -0.663 -2.162 0.26
H 2.463 1.996 1.005 0.23
C 2.143 0.912 1.062 -1.08
H 1.678 0.808 1.997 0.23
H -2.521 -1.972 0.331 0.22
C -1.934 0.501 -0.009 -0.41
Si 0.835 0.901 -0.376 1.51
H -2.715 -0.105 0.412 0.21
H 2.986 0.228 0.842 0.24
H 2.751 0.729 -2.036 0.24
C 1.702 0.463 -2.071 -1.08
H 0.246 2.312 -0.292 -0.22
C -0.451 -1.388 0.267 0.70
C -1.614 -2.142 0.917 -0.72
O 0.609 -1.989 0.069 -0.62
```

Results
LUMO energy: 0.031 Eh
HOMO-LUMO gap: 10.16 eV
HOMO energy: -9.3 eV
Structure (SMILES): CC(=O)N(C)[SiH](C)C
Spin multiplicity: 1

***

It turns out 2 is the most stable, with the second structure 174.4 kJ/mol higher.

***

1.
IPt2 | wB97M-V/def2-TZVPD

The geometry in XYZ format:
```
3
Properties=species:S:1:pos:R:3:nbo_charge:R:1
Pt -14.432 -6.387 -34.419 1.12
Pt -16.227 -10.450 -30.654 1.38
I -14.775 -8.607 -32.508 0.50
```

Results
LUMO energy (alpha / beta): -0.632 / -0.705 Eh
Net charge: +3
HOMO-LUMO gap (alpha / beta): 7.76 / 5.14 eV
<S²>: 6.051
HOMO energy (alpha / beta): -25.0 / -24.3 eV
Spin multiplicity: 5

***

2.
IPt2 | wB97M-V/def2-TZVPD

The geometry in XYZ format:
```
3
Properties=species:S:1:pos:R:3:nbo_charge:R:1
Pt 0.215 0.125 -2.678 1.38
I 0.244 -0.333 0.057 0.37
Pt -0.460 0.208 2.621 1.25
```

Results
LUMO energy (alpha / beta): -0.639 / -0.707 Eh
Net charge: +3
HOMO-LUMO gap (alpha / beta): 8.44 / 6.07 eV
<S²>: 6.041
HOMO energy (alpha / beta): -25.8 / -25.3 eV
Spin multiplicity: 5

***

It turns out 2 is the most stable, with the second structure 22.1 kJ/mol higher.